Entry 1:
The following is a quantum chemistry calculation of a molecular structure, C17H18BN7O3RuS in a non-equilibrium geometry, from the OMol25 dataset.

Output
orbital gap (spin up / spin down)	7.098 / 3.980	eV
multiplicity	5
net charge	+2
HOMO level (spin up / spin down)	-14.594 / -14.519	eV

Structure (XYZ):
```
48
Properties=species:S:1:pos:R:3:mulliken_charge:R:1
H -0.36 2.38 0.46 0.770
N 0.16 1.18 -1.19 0.267
B 0.79 0.31 -3.53 -0.122
N 0.68 1.44 -2.45 0.099
C 0.95 2.76 -2.52 0.075
Ru -0.75 -0.63 -0.59 0.126
H 1.35 3.19 -3.43 0.505
C 0.62 3.36 -1.32 -1.250
H 0.74 4.39 -1.01 0.432
C 0.06 2.35 -0.53 -0.344
H 1.14 0.81 -4.56 0.011
C -2.15 -1.60 0.36 -0.826
H -2.49 -1.15 1.30 0.342
H -1.46 -2.45 0.62 0.233
H -2.96 -1.98 -0.27 0.434
N -0.67 -0.24 -3.55 0.060
N 1.87 -0.74 -3.08 0.150
N -1.34 -0.73 -2.42 0.197
N 1.53 -1.36 -1.93 0.288
C -1.53 -0.24 -4.59 -0.036
C 3.19 -0.97 -3.25 -0.175
H -1.24 0.12 -5.56 0.505
H 3.77 -0.46 -4.01 0.490
C -2.76 -0.72 -4.15 -1.127
C 3.62 -1.84 -2.24 -0.989
C -2.63 -0.98 -2.80 -0.034
C 2.52 -2.05 -1.41 0.189
H -3.66 -0.87 -4.71 0.453
H 4.57 -2.30 -2.10 0.460
H -3.32 -1.35 -2.05 0.385
H 2.27 -2.67 -0.55 0.536
H 0.60 -1.16 -1.56 0.340
O -0.60 3.23 3.32 -0.596
S 0.48 2.29 3.42 1.127
O 1.76 2.75 3.88 -0.601
N 0.61 1.38 2.04 -0.493
C 0.25 0.11 2.16 0.593
O 0.24 -0.68 1.14 -0.692
C -0.15 -0.23 3.55 0.465
C -0.60 -1.42 4.12 -0.299
C -0.88 -1.47 5.49 -0.763
C -0.74 -0.32 6.30 -0.416
C -0.33 0.90 5.73 -0.672
C -0.03 0.89 4.36 0.221
H -0.71 -2.27 3.46 0.439
H -1.22 -2.40 5.94 0.394
H -0.96 -0.38 7.37 0.411
H -0.24 1.81 6.33 0.442
```

=====

Entry 2:
The following is a quantum chemistry calculation of a molecular structure, C21H52AlN2O4, from the OMol25 dataset.

Output
orbital gap	6.705	eV
net charge	-1
HOMO level	-4.444	eV

Structure (XYZ):
```
80
Properties=species:S:1:pos:R:3:mulliken_charge:R:1
C 5.52 0.19 -5.42 -1.262
C 5.21 1.21 -4.33 -0.417
C 4.32 2.36 -4.81 -0.591
C 3.50 3.02 -3.70 -0.649
C 2.35 3.89 -4.19 -1.052
C 1.03 3.15 -4.48 -0.092
C 1.09 1.85 -5.28 -0.548
Al -0.70 0.86 -5.39 0.021
C -0.54 -0.86 -4.32 -0.720
C 0.22 -0.72 -2.99 -0.642
H 4.77 -0.60 -5.43 0.289
H 5.53 0.65 -6.41 0.322
H 6.49 -0.29 -5.26 0.376
H 4.72 0.71 -3.50 0.301
H 6.15 1.63 -3.94 0.382
H 4.95 3.12 -5.26 0.395
H 3.66 2.00 -5.60 0.284
H 3.12 2.26 -3.02 0.284
H 4.19 3.64 -3.12 0.431
H 2.68 4.45 -5.07 0.349
H 2.14 4.64 -3.42 0.390
H 0.56 2.96 -3.52 -0.128
H 0.38 3.84 -5.01 0.269
H 1.41 2.05 -6.31 0.489
H 1.80 1.15 -4.84 0.052
H -1.02 0.49 -6.95 -0.366
H -1.89 1.81 -4.78 -0.285
H -0.02 -1.58 -4.96 0.406
H -1.54 -1.27 -4.16 0.324
H 1.17 -1.25 -3.01 0.325
H -0.35 -1.10 -2.14 0.150
H 0.44 0.33 -2.75 0.020
C -3.61 -0.39 -1.92 -0.823
O -2.52 0.30 -1.35 -0.258
C -2.48 1.69 -1.67 -0.401
C -2.60 2.51 -0.40 -0.133
N -3.91 2.36 0.21 -0.327
C -4.04 2.94 1.54 -0.798
C -3.16 2.37 2.65 -0.449
O -3.48 1.05 3.02 -0.438
C -2.85 0.03 2.25 -0.169
H -3.45 -1.45 -1.73 0.235
H -4.57 -0.10 -1.48 0.325
H -3.66 -0.24 -3.00 0.338
H -3.27 1.94 -2.38 0.467
H -1.53 1.90 -2.15 -0.224
H -2.44 3.56 -0.65 0.407
H -1.78 2.19 0.26 0.129
H -4.15 1.38 0.25 0.151
H -5.08 2.84 1.86 0.371
H -3.83 4.01 1.47 0.416
H -3.33 2.98 3.55 0.358
H -2.10 2.45 2.41 0.345
H -1.86 0.34 1.91 0.258
H -3.45 -0.25 1.37 0.226
H -2.74 -0.84 2.88 -0.098
C -2.53 -3.41 4.53 -0.848
O -1.50 -2.46 4.40 -0.306
C -1.30 -1.64 5.55 -0.761
C 0.03 -1.93 6.20 -0.280
N 0.05 -3.26 6.80 -0.314
C 1.35 -3.69 7.30 -0.713
C 2.49 -3.84 6.31 -0.468
O 2.31 -4.90 5.38 -0.426
C 1.60 -4.57 4.20 -0.496
H -2.68 -3.85 3.54 0.237
H -2.28 -4.22 5.23 0.375
H -3.46 -2.94 4.85 0.349
H -2.12 -1.77 6.26 0.441
H -1.31 -0.60 5.21 0.343
H 0.20 -1.19 6.99 0.372
H 0.81 -1.79 5.44 0.194
H -0.28 -3.93 6.12 0.112
H 1.21 -4.66 7.79 0.378
H 1.66 -2.98 8.07 0.391
H 3.39 -4.09 6.88 0.345
H 2.70 -2.91 5.77 0.346
H 1.79 -3.53 3.90 0.275
H 0.52 -4.71 4.32 0.140
H 1.95 -5.23 3.41 0.302
```

=====

Entry 3:
The following is a quantum chemistry calculation of a molecular structure, C23H44Cl3N4O3SSiY in a non-equilibrium geometry, from the OMol25 dataset.

Output
orbital gap	8.142	eV
HOMO level	-7.951	eV

Structure (XYZ):
```
80
Properties=species:S:1:pos:R:3:mulliken_charge:R:1
C -1.45 -2.28 -3.28 -1.453
C -0.95 -3.15 -2.17 0.113
H -1.37 -2.80 -4.25 0.384
H -0.89 -1.33 -3.32 0.189
H -2.51 -2.02 -3.12 0.326
C -0.39 -4.37 -2.33 0.270
C -0.23 -5.09 -3.62 -1.563
H -0.08 -4.93 -1.45 0.445
H -0.34 -4.44 -4.50 0.391
H -0.95 -5.92 -3.71 0.263
H 0.77 -5.54 -3.66 0.323
Y 0.18 0.50 0.18 0.301
Cl -2.31 0.63 0.71 -0.656
Cl 0.67 1.86 -1.85 -0.414
H 0.94 4.88 3.89 0.317
H -1.31 5.99 2.96 0.328
C 1.17 4.68 2.83 -0.985
C -0.96 5.66 1.97 -0.886
N -0.08 4.50 2.09 0.283
H 1.76 3.76 2.75 0.226
C -0.34 3.34 1.50 0.419
O 0.47 2.37 1.53 -0.609
H -1.82 5.38 1.36 0.286
H -1.31 3.26 0.99 0.171
H 1.72 5.53 2.42 0.362
H -0.43 6.50 1.49 0.310
H 1.41 -1.70 -2.64 0.225
H 2.53 -3.97 -1.31 0.244
C 2.42 -1.31 -2.43 -0.957
C 3.38 -3.26 -1.26 -0.894
N 2.91 -1.89 -1.18 0.405
H 2.37 -0.21 -2.36 0.188
C 2.89 -1.25 0.00 0.148
O 2.44 -0.08 0.17 -0.683
H 3.98 -3.48 -0.36 0.324
H 3.29 -1.83 0.85 0.326
H 3.09 -1.62 -3.23 0.427
H 3.99 -3.39 -2.16 0.345
O -0.12 -1.50 -0.69 0.601
C -1.05 -2.50 -0.79 -0.028
C 0.30 -3.97 0.79 0.423
C -0.94 -3.49 0.38 0.052
H 1.20 -3.51 0.35 0.210
C 0.38 -5.01 1.72 -0.809
H -2.05 -2.03 -0.74 0.492
C -2.11 -3.94 1.00 -0.629
H 1.36 -5.40 1.99 0.389
C -0.80 -5.54 2.27 -0.589
C -2.04 -4.98 1.93 -0.656
H -3.06 -3.50 0.68 0.419
H -0.73 -6.37 2.97 0.372
H -2.95 -5.37 2.38 0.406
Si -0.36 4.00 -4.00 0.629
Cl -0.73 2.04 -4.68 -0.297
C 1.47 4.33 -3.71 -0.866
C -1.57 4.45 -2.64 -0.684
C -0.76 5.01 -5.56 -1.059
H 1.97 3.56 -3.11 0.218
H 1.61 5.29 -3.20 0.298
H 1.97 4.39 -4.69 0.290
H 0.00 4.77 -6.32 0.264
H -0.76 6.08 -5.37 0.329
H -1.75 4.71 -5.95 0.281
H -1.54 3.77 -1.78 0.034
H -2.58 4.44 -3.05 0.294
H -1.37 5.47 -2.27 0.311
C 0.20 1.61 5.30 -0.669
N 0.68 0.30 4.83 -0.282
C -0.07 -0.42 3.94 0.162
S 0.66 -1.21 2.63 -0.221
N -1.40 -0.49 4.21 -0.109
C -1.85 -0.73 5.58 -1.067
H -0.89 1.59 5.42 0.354
H 0.48 2.40 4.60 -0.052
H 0.67 1.81 6.26 0.337
H 1.66 0.28 4.58 0.322
H -1.92 -0.98 3.47 0.242
H -2.75 -0.16 5.78 0.323
H -2.08 -1.79 5.73 0.307
H -1.07 -0.42 6.28 0.418
```

=====

Entry 4:
The following is a quantum chemistry calculation of a molecular structure, C24H20ClN2OPSbSe4Ti, from the OMol25 dataset.

Output
orbital gap	6.326	eV
net charge	+1
HOMO level	-10.559	eV

Structure (XYZ):
```
55
Properties=species:S:1:pos:R:3:mulliken_charge:R:1
Ti -0.63 -1.05 0.34 0.883
Cl 1.89 -1.05 0.08 -0.207
C 2.50 0.55 -0.49 1.344
C 3.80 0.55 -0.97 -0.783
C 4.30 1.76 -1.42 -0.455
C 3.51 2.90 -1.39 -0.866
C 2.21 2.84 -0.90 -0.216
C 1.68 1.64 -0.42 -0.669
P 0.00 1.48 0.28 1.488
C -0.96 2.69 -0.67 0.262
C -1.26 2.41 -2.00 -0.543
C -1.90 3.35 -2.79 -0.801
C -2.26 4.58 -2.25 -0.528
C -1.95 4.87 -0.93 -0.791
C -1.30 3.93 -0.14 -0.002
C 0.16 2.10 1.97 0.537
C 1.40 2.11 2.62 -0.577
C 1.48 2.43 3.97 -0.712
C 0.33 2.73 4.68 -0.611
C -0.91 2.73 4.04 -0.802
C -0.99 2.41 2.69 -0.329
H 4.39 -0.36 -0.99 0.508
H 5.31 1.80 -1.81 0.410
H 3.90 3.84 -1.76 0.434
H 1.60 3.73 -0.88 0.531
H -0.99 1.45 -2.43 0.404
H -2.13 3.12 -3.82 0.436
H -2.77 5.31 -2.86 0.400
H -2.22 5.83 -0.51 0.445
H -1.06 4.18 0.88 0.438
H 2.31 1.88 2.08 0.344
H 2.44 2.44 4.46 0.435
H 0.39 2.98 5.73 0.424
H -1.81 2.96 4.59 0.422
H -1.97 2.37 2.23 0.573
Se -4.48 0.68 2.63 -0.438
Sb -3.46 -1.22 1.73 0.580
Se -2.62 -0.57 -0.74 -0.400
Se -0.91 -1.32 2.60 -0.554
Se -4.19 -3.45 1.60 -0.463
N -0.24 -8.02 -1.54 -0.291
C 0.14 -6.90 -2.19 0.189
O 0.67 -6.90 -3.28 -0.602
C -0.09 -5.57 -1.49 1.032
C 0.26 -4.43 -2.22 -0.794
C 0.06 -3.21 -1.64 -0.133
N -0.41 -3.04 -0.38 0.429
C -0.74 -4.14 0.32 -0.806
C -0.60 -5.41 -0.22 -0.769
H -0.09 -8.90 -2.01 0.249
H -0.69 -8.02 -0.65 0.152
H 0.65 -4.53 -3.21 0.520
H 0.30 -2.31 -2.19 0.448
H -1.13 -3.98 1.31 0.561
H -0.91 -6.24 0.40 0.264
```

=====

Entry 5:
The following is a quantum chemistry calculation of a molecular structure, C24H63BO12Si2 in a non-equilibrium geometry, from the OMol25 dataset.

Output
orbital gap	9.753	eV
HOMO level	-9.134	eV

Structure (XYZ):
```
102
Properties=species:S:1:pos:R:3:mulliken_charge:R:1
C 10.88 0.17 0.32 -1.330
C 10.18 -1.14 -0.02 -0.456
C 8.89 -0.96 -0.82 -0.544
C 7.69 -1.66 -0.17 -0.623
C 6.54 -1.95 -1.16 -0.869
Si 5.24 -0.59 -1.10 0.363
O 3.69 -1.23 -1.09 -0.241
Si 2.50 -0.53 -0.13 0.017
O 1.49 0.31 -1.16 -0.260
C 1.19 1.66 -0.79 0.422
C 0.50 1.82 0.57 -1.321
B 1.38 -1.95 0.75 1.304
O 0.41 -2.57 0.00 -0.580
O 1.51 -2.29 2.08 -0.581
C 2.82 -2.76 2.41 -0.812
H 10.15 0.84 0.75 0.356
H 11.29 0.65 -0.55 0.313
H 11.65 -0.01 1.06 0.388
H 10.87 -1.82 -0.51 0.323
H 9.91 -1.62 0.92 0.311
H 9.02 -1.30 -1.85 0.436
H 8.66 0.10 -0.87 0.269
H 7.34 -1.02 0.63 0.259
H 8.03 -2.57 0.31 0.442
H 6.06 -2.87 -0.85 0.349
H 6.93 -2.02 -2.17 0.418
H 5.39 0.26 -2.31 -0.232
H 5.47 0.25 0.10 -0.162
H 3.15 0.38 0.83 -0.189
H 2.12 2.23 -0.80 0.207
H 0.52 2.05 -1.54 -0.133
H 0.02 0.90 0.90 0.298
H 1.19 2.20 1.31 0.331
H -0.29 2.55 0.47 0.432
H -0.43 -2.40 0.46 0.227
H 3.53 -1.93 2.46 0.274
H 3.17 -3.51 1.71 0.357
H 2.78 -3.18 3.40 0.253
C 2.20 3.10 -4.40 -0.898
O 1.35 3.94 -3.63 -0.097
C 1.88 5.24 -3.44 -0.571
C 1.23 6.25 -4.35 -0.579
O 1.54 6.02 -5.72 -0.401
C 0.50 5.39 -6.43 -0.579
H 1.64 2.20 -4.64 0.239
H 2.51 3.58 -5.33 0.430
H 3.09 2.82 -3.82 0.268
H 2.97 5.24 -3.59 0.437
H 1.68 5.52 -2.40 0.323
H 1.60 7.25 -4.10 0.403
H 0.14 6.25 -4.21 0.267
H -0.33 6.08 -6.59 0.318
H 0.13 4.50 -5.91 0.182
H 0.89 5.09 -7.40 0.264
C -2.89 -3.72 5.26 -0.593
O -3.69 -4.64 4.53 -0.378
C -4.42 -4.03 3.48 -0.233
C -3.79 -4.28 2.14 -0.904
O -2.54 -3.62 2.02 -0.221
C -1.42 -4.48 2.18 -0.663
H -2.24 -4.30 5.92 0.280
H -2.27 -3.11 4.60 0.260
H -3.52 -3.07 5.88 0.211
H -4.53 -2.95 3.66 0.304
H -5.42 -4.47 3.49 0.370
H -4.44 -3.87 1.36 0.389
H -3.68 -5.35 1.96 0.381
H -1.32 -5.14 1.31 0.327
H -1.50 -5.08 3.09 0.411
H -0.53 -3.86 2.25 0.059
C -2.00 -0.10 -4.30 -0.569
O -2.85 0.74 -3.54 -0.426
C -2.33 2.04 -3.36 -0.002
C -3.00 3.05 -4.27 -0.695
O -2.67 2.81 -5.63 -0.303
C -3.71 2.18 -6.35 -0.800
H -2.55 -1.01 -4.54 0.261
H -1.69 0.38 -5.24 0.302
H -1.11 -0.37 -3.72 0.184
H -1.25 2.05 -3.50 0.026
H -2.53 2.32 -2.32 0.369
H -2.63 4.05 -4.01 0.360
H -4.08 3.03 -4.12 0.392
H -4.55 2.87 -6.51 0.312
H -4.08 1.29 -5.83 0.336
H -3.31 1.88 -7.32 0.231
C -6.89 -2.71 6.09 -0.815
O -7.71 -1.91 6.92 -0.401
C -7.16 -0.63 7.19 -0.424
C -7.81 0.44 6.35 -0.501
O -7.50 0.28 4.97 -0.378
C -8.56 -0.29 4.22 -0.729
H -7.46 -3.59 5.80 0.330
H -6.59 -2.17 5.19 0.328
H -6.00 -3.04 6.63 0.368
H -6.08 -0.64 7.03 0.257
H -7.35 -0.42 8.25 0.392
H -7.43 1.42 6.66 0.371
H -8.90 0.44 6.50 0.316
H -9.38 0.42 4.11 0.328
H -8.93 -1.21 4.68 0.311
H -8.16 -0.53 3.23 0.249
```

=====

Entry 6:
The following is a quantum chemistry calculation of a gas-phase ion, C7H9O3 (charge -1) in a non-equilibrium geometry, from the OMol25 dataset.

Output
orbital gap	6.969	eV
net charge	-1
HOMO level	-3.147	eV

Structure (XYZ):
```
19
Properties=species:S:1:pos:R:3:mulliken_charge:R:1
C -2.21 -1.50 1.15 -0.389
C -1.54 -0.50 0.93 -0.631
C -0.88 0.76 0.85 0.743
C -1.14 1.41 -0.53 -1.114
C 0.92 0.57 0.71 -0.426
O 1.18 1.96 0.75 -0.603
O 1.69 -0.25 1.56 -0.558
C 2.18 -0.33 0.16 1.315
C 1.84 -1.64 -0.48 -1.243
O 3.20 0.37 -0.14 -0.894
H -2.48 -2.54 0.94 0.308
H -0.93 1.36 1.80 0.353
H -0.14 1.79 -0.99 0.285
H -1.56 0.74 -1.32 0.333
H -1.87 2.25 -0.39 0.274
H 2.09 2.00 0.50 0.375
H 1.86 -2.35 0.32 0.330
H 0.77 -1.90 -0.83 0.217
H 2.57 -2.01 -1.24 0.326
```

=====

Entry 7:
The following is a quantum chemistry calculation of a molecular structure, C34H40BBrClIrN11O7 in a non-equilibrium geometry, from the OMol25 dataset.

Output
orbital gap (spin up / spin down)	7.936 / 4.825	eV
multiplicity	2
net charge	+2
HOMO level (spin up / spin down)	-13.460 / -13.390	eV

Structure (XYZ):
```
96
Properties=species:S:1:pos:R:3:mulliken_charge:R:1
Ir 0.38 1.07 -1.50 1.347
C -2.95 0.18 -0.46 -1.361
C -1.82 0.30 0.52 0.629
C -1.89 0.10 1.90 -1.628
C -0.63 0.35 2.39 0.714
C -0.14 0.35 3.80 -1.324
N 0.16 0.68 1.35 1.092
N -0.57 0.64 0.21 0.172
B 1.66 1.07 1.30 -0.865
N 2.37 0.04 0.41 1.175
N 1.93 -0.11 -0.87 -0.134
C 2.58 -1.14 -1.41 0.870
C 2.38 -1.67 -2.79 -1.429
C 3.45 -1.66 -0.45 -1.694
C 3.30 -0.89 0.68 1.171
C 4.00 -0.97 1.99 -1.317
N 1.78 2.44 0.64 0.473
N 1.20 2.62 -0.58 -0.320
C 1.47 3.87 -0.99 0.845
C 1.02 4.50 -2.27 -1.114
C 2.23 4.49 0.00 -1.597
C 2.41 3.56 1.01 0.927
C 3.16 3.68 2.29 -1.438
H -3.80 0.76 -0.10 0.481
H -3.27 -0.86 -0.53 0.335
H -2.66 0.52 -1.45 -0.027
H -2.77 -0.16 2.47 0.645
H -0.89 -0.09 4.45 0.444
H 0.06 1.36 4.15 0.282
H 0.79 -0.21 3.91 0.087
H 2.12 1.08 2.40 -0.032
H 1.33 -1.75 -3.05 0.209
H 2.83 -2.66 -2.85 0.423
H 2.86 -1.04 -3.53 0.260
H 4.14 -2.48 -0.59 0.563
H 4.65 -1.84 2.01 0.414
H 3.30 -1.03 2.83 0.152
H 4.62 -0.08 2.15 0.275
H 0.70 3.77 -3.01 0.020
H 1.85 5.06 -2.69 0.490
H 0.22 5.21 -2.07 0.222
H 2.61 5.50 -0.03 0.589
H 3.56 4.69 2.39 0.405
H 4.00 2.98 2.32 0.268
H 2.52 3.48 3.15 0.257
C -2.19 -1.46 -3.45 -1.202
O -1.39 -1.71 -2.29 0.626
C -1.65 -2.84 -1.61 0.251
C -2.62 -3.76 -1.94 -0.405
C -2.80 -4.93 -1.18 -0.769
Br -4.12 -6.16 -1.72 -0.136
C -2.03 -5.18 -0.08 -0.849
C -1.06 -4.22 0.30 0.968
C -0.83 -3.08 -0.49 -0.228
O 0.14 -2.17 -0.23 -0.112
C -0.40 -4.41 1.55 -0.051
N -0.39 -5.60 2.20 -0.679
C 0.27 -5.38 3.33 0.381
C 0.57 -6.30 4.38 -0.758
C 1.23 -5.81 5.46 -0.606
C 1.61 -4.44 5.54 -0.476
C 1.35 -3.51 4.53 -0.667
C 0.68 -4.00 3.43 1.006
N 0.25 -3.44 2.25 0.529
H -3.25 -1.38 -3.17 0.522
H -2.06 -2.24 -4.19 0.441
H -1.85 -0.51 -3.86 -0.023
H -3.25 -3.62 -2.81 0.616
H -2.17 -6.06 0.52 0.674
H 0.98 -2.59 0.00 0.301
H 0.27 -7.33 4.30 0.510
H 1.48 -6.46 6.29 0.422
H 2.14 -4.10 6.42 0.462
H 1.65 -2.48 4.62 0.342
H 0.18 -2.45 2.05 -0.186
O 0.24 0.21 -3.79 -0.611
Cl 1.18 1.21 -4.34 1.809
O 2.07 0.60 -5.24 -0.630
O 0.45 2.28 -4.92 -0.681
O 1.88 1.68 -3.11 -0.676
C -2.62 3.30 -4.15 -0.692
N -2.64 3.75 -2.76 0.071
C -3.36 4.83 -2.37 -0.221
C -3.37 5.25 -1.09 -1.155
C -2.59 4.50 -0.17 0.768
N -1.89 3.43 -0.55 0.182
C -1.89 3.07 -1.83 -0.237
O -1.25 2.07 -2.27 -0.620
N -2.53 4.83 1.13 -0.323
H -3.19 4.01 -4.75 0.433
H -3.08 2.31 -4.23 0.215
H -1.60 3.24 -4.51 0.193
H -3.93 5.33 -3.15 0.471
H -3.94 6.11 -0.78 0.428
H -3.02 5.63 1.49 0.242
H -1.95 4.29 1.74 0.171
```

=====

Entry 8:
The following is a quantum chemistry calculation of 2 unconnected molecules or ions with the total composition C3H3NOS in a non-equilibrium geometry, from the OMol25 dataset.

Output
orbital gap	8.570	eV
HOMO level	-8.867	eV

Structure (XYZ):
```
9
Properties=species:S:1:pos:R:3:mulliken_charge:R:1
C -0.17 0.04 0.21 0.160
C -1.61 -0.06 -0.03 -0.705
C -2.77 -0.04 -0.12 0.351
H 2.24 -0.54 0.70 0.339
H -0.10 -2.08 -0.05 0.308
H -3.76 -0.29 0.08 0.424
N 0.36 -1.14 0.23 -0.067
O 1.59 -1.35 -0.27 -0.487
S 0.86 1.38 -0.04 -0.323
```